(1)
Entry from OMol25: a cluster of 6 separate species, H12O6 in total (the ωB97M-V functional and the def2-TZVPD basis).

2S+1: 1
Frontier orbital gap, eV: 11.5
Energy above the lowest of the compared OMol25 structures with the same formula, charge and spin, kcal per mole: 35.4
SMILES: O.O.O.O.O.O
Total charge: 0
Lowest unoccupied orbital energy, eV: 0.19

XYZ file:
```
18
H12O6 (the ωB97M-V functional and the def2-TZVPD basis)
O 2.062 -12.804 24.535
H 2.609 -13.524 24.849
H 1.239 -12.902 25.015
O 4.147 -15.846 25.910
H 3.287 -16.266 25.890
H 4.689 -16.380 25.330
O 3.250 -18.813 21.816
H 2.495 -18.571 22.352
H 3.982 -18.842 22.432
O 0.255 -18.356 24.125
H -0.680 -18.295 23.928
H 0.371 -19.244 24.463
O 6.505 -18.652 23.822
H 6.937 -19.210 24.468
H 7.113 -18.626 23.083
O 7.277 -14.291 27.583
H 7.817 -14.081 26.821
H 6.532 -14.772 27.224
```



(2)
Entry from OMol25: a cluster of 2 separate species, C10H12N2O2 in total (the ωB97M-V functional and the def2-TZVPD basis).

2S+1: 1
Frontier orbital gap, eV: 8.3
Energy above the lowest of the compared OMol25 structures with the same formula, charge and spin, kcal per mole: 99.0
Total charge: 0
Lowest unoccupied orbital energy, eV: 0.80

XYZ file:
```
26
C10H12N2O2 (the ωB97M-V functional and the def2-TZVPD basis)
C -3.736 0.486 -0.125
C -3.039 1.334 0.786
C 3.503 -0.068 0.716
C 3.118 1.242 0.454
C -3.036 -0.701 -0.168
C -1.835 0.778 0.973
C 2.681 -0.862 -0.031
C 1.965 1.167 -0.326
C -0.765 -1.421 0.225
C 0.665 -0.638 -1.384
N -1.772 -0.490 0.392
N 1.678 -0.133 -0.594
O 0.018 -1.566 1.302
O 0.135 0.409 -2.122
H -4.693 0.881 -0.471
H -3.218 2.287 1.181
H 4.381 -0.201 1.319
H 3.615 2.096 0.823
H -3.213 -1.750 -0.517
H -0.972 1.279 1.318
H 2.645 -1.965 -0.117
H 1.206 1.796 -0.705
H -0.989 -2.306 -0.510
H 0.888 -1.518 -2.020
H 0.982 -1.307 1.185
H -0.214 1.170 -1.582
```



(3)
Entry from OMol25: a cluster of 20 separate species, C26H92O20 in total (the ωB97M-V functional and the def2-TZVPD basis).

2S+1: 1
Frontier orbital gap, eV: 9.8
Total charge: 0
Lowest unoccupied orbital energy, eV: 0.28

XYZ file:
```
138
C26H92O20 (the ωB97M-V functional and the def2-TZVPD basis)
C -11.794 -22.253 17.770
O -11.048 -21.325 18.480
H -12.559 -21.737 17.191
H -11.223 -22.678 16.945
H -12.220 -23.037 18.396
H -10.271 -21.760 18.837
C -13.695 -13.269 15.193
O -12.423 -13.735 15.544
H -13.763 -12.740 14.242
H -14.431 -14.040 14.965
H -14.177 -12.578 15.884
H -11.836 -12.976 15.524
C -15.924 -23.890 15.836
O -16.667 -24.545 14.762
H -15.628 -22.851 15.690
H -16.467 -23.854 16.781
H -15.072 -24.477 16.179
H -16.818 -25.443 15.066
C -14.356 -19.731 21.502
O -15.432 -20.200 22.295
H -14.490 -19.953 20.443
H -14.496 -18.651 21.557
H -13.371 -19.964 21.906
H -15.312 -20.042 23.234
C -16.501 -18.303 14.989
O -17.130 -17.062 15.139
H -17.276 -19.039 14.776
H -15.890 -18.388 14.090
H -16.066 -18.575 15.951
H -17.846 -17.165 14.508
C -16.022 -22.355 12.204
O -17.312 -22.120 12.816
H -15.436 -23.080 12.769
H -16.143 -22.786 11.211
H -15.421 -21.449 12.129
H -17.223 -22.882 13.393
O -19.309 -20.363 11.986
H -18.742 -21.029 12.374
H -20.106 -20.389 12.515
O -17.786 -18.049 12.262
H -16.877 -18.317 12.123
H -18.305 -18.784 11.935
O -11.151 -16.493 15.773
H -11.740 -15.739 15.749
H -11.569 -17.106 16.376
O -19.429 -19.867 19.362
H -18.960 -19.036 19.295
H -19.115 -20.254 20.180
C -16.832 -19.789 7.818
C -16.918 -18.662 8.871
O -15.698 -18.065 9.021
H -17.651 -20.494 7.960
H -15.954 -20.413 7.985
H -16.911 -19.427 6.792
H -17.103 -19.036 9.878
H -17.691 -17.958 8.567
H -15.058 -18.314 8.350
C -21.208 -16.987 15.787
C -21.760 -15.838 14.990
O -20.626 -15.227 14.406
H -21.999 -17.597 16.222
H -20.623 -16.527 16.584
H -20.630 -17.588 15.084
H -22.297 -15.048 15.516
H -22.471 -16.070 14.196
H -20.059 -15.909 14.041
C -12.876 -18.750 17.538
C -13.865 -17.860 18.272
O -13.928 -16.625 17.703
H -13.034 -19.743 17.957
H -11.848 -18.493 17.793
H -13.021 -18.723 16.458
H -13.571 -17.672 19.304
H -14.840 -18.327 18.411
H -14.436 -16.527 16.894
C -18.337 -15.492 19.468
C -17.182 -16.167 18.770
O -17.501 -17.451 18.299
H -19.218 -15.331 18.847
H -18.092 -14.547 19.952
H -18.678 -16.067 20.329
H -16.333 -16.237 19.451
H -16.934 -15.595 17.876
H -17.553 -17.332 17.347
C -16.648 -12.555 11.667
C -15.882 -11.175 11.320
O -16.849 -10.246 10.866
H -15.946 -13.234 12.152
H -16.932 -13.157 10.803
H -17.452 -12.387 12.383
H -15.276 -11.312 10.424
H -15.232 -10.875 12.141
H -16.443 -9.717 10.176
C -23.084 -20.118 11.767
C -22.737 -19.766 13.202
O -21.803 -20.733 13.686
H -23.598 -21.076 11.689
H -22.190 -20.127 11.144
H -23.754 -19.312 11.467
H -23.660 -19.753 13.781
H -22.254 -18.789 13.235
H -22.271 -21.411 14.178
C -13.161 -15.525 11.426
C -14.049 -16.562 12.137
O -15.296 -16.411 11.529
H -13.573 -14.516 11.427
H -12.893 -15.822 10.412
H -12.186 -15.367 11.886
H -14.293 -16.288 13.163
H -13.654 -17.577 12.086
H -15.363 -16.867 10.686
C -21.206 -17.552 9.825
C -21.442 -16.102 9.287
O -22.182 -16.200 8.045
H -20.498 -17.452 10.647
H -20.669 -18.140 9.081
H -22.098 -18.085 10.156
H -20.467 -15.647 9.111
H -21.948 -15.455 10.003
H -22.522 -15.304 7.991
C -10.847 -20.627 12.928
C -10.334 -19.617 13.975
O -9.151 -20.051 14.586
H -11.923 -20.476 12.835
H -10.810 -21.616 13.386
H -10.249 -20.614 12.017
H -11.054 -19.447 14.776
H -10.186 -18.646 13.502
H -9.120 -19.690 15.475
C -19.477 -24.242 17.830
C -18.968 -22.872 18.211
O -19.986 -22.000 17.978
H -19.742 -24.299 16.774
H -20.443 -24.430 18.298
H -18.835 -25.096 18.045
H -18.151 -22.684 17.514
H -18.637 -22.813 19.248
H -19.718 -21.191 18.420
```



(4)
Entry from OMol25: a cluster of 5 separate species, C36H50BrF32N4O6 in total (the ωB97M-V functional and the def2-TZVPD basis).

2S+1: 1
Frontier orbital gap, eV: 8.0
Total charge: +1
Lowest unoccupied orbital energy, eV: -3.15

XYZ file:
```
129
C36H50BrF32N4O6 (the ωB97M-V functional and the def2-TZVPD basis)
C 4.692 0.804 -3.201
C 4.641 -0.797 -3.511
N 3.624 -1.116 -4.530
C 3.754 -2.393 -5.219
C 5.180 -2.718 -5.872
C 5.678 -1.712 -7.011
C 5.958 -0.208 -6.547
N 4.741 0.667 -6.747
C 2.728 -2.298 -6.485
O 1.351 -2.041 -6.040
C 0.951 -3.272 -5.399
C 1.801 -3.480 -4.025
C 1.180 -4.779 -3.325
C 0.358 -4.283 -2.014
C -0.941 -3.479 -2.559
C -1.844 -2.877 -1.364
C -1.326 -1.446 -0.855
N -1.386 -0.371 -1.890
N 3.247 -3.616 -4.443
C 4.160 -4.095 -3.361
C 4.617 -5.637 -3.561
O 4.981 -6.113 -4.641
Br 4.597 -6.807 -1.933
H 3.818 1.371 -3.655
H 5.656 1.182 -3.711
H 4.842 0.962 -2.087
H 5.709 -1.101 -3.733
H 4.364 -1.283 -2.503
H 2.677 -0.894 -4.211
H 6.016 -2.808 -5.086
H 5.100 -3.757 -6.355
H 4.986 -1.670 -7.932
H 6.671 -2.133 -7.409
H 6.420 -0.098 -5.515
H 6.741 0.214 -7.285
H 4.600 1.287 -5.943
H 4.805 1.180 -7.633
H 2.815 -3.228 -7.142
H 2.977 -1.395 -7.154
H 1.193 -4.174 -6.081
H -0.178 -3.333 -5.216
H 1.635 -2.599 -3.326
H 0.377 -5.230 -4.020
H 1.911 -5.623 -3.108
H 0.997 -3.559 -1.408
H 0.036 -5.178 -1.371
H -0.666 -2.592 -3.224
H -1.612 -4.159 -3.208
H -1.945 -3.589 -0.483
H -2.899 -2.736 -1.808
H -2.053 -1.128 -0.019
H -0.280 -1.472 -0.389
H -0.527 0.191 -1.918
H -1.647 -0.723 -2.817
H 3.238 -4.381 -5.159
H 3.645 -4.081 -2.330
H 5.122 -3.508 -3.232
C 4.987 3.971 1.602
C 4.701 2.823 0.615
C 3.782 1.703 1.121
F 4.194 1.147 2.273
F 3.712 0.689 0.216
F 5.883 2.329 0.170
F 4.097 3.372 -0.481
O 6.162 3.877 2.430
C 6.103 3.056 3.578
C 6.927 1.762 3.444
F 6.672 1.105 2.293
F 6.639 0.907 4.455
F 4.809 2.843 3.892
F 6.610 3.789 4.593
H 5.177 4.858 0.989
H 4.101 4.231 2.193
H 2.764 2.074 1.275
H 7.996 1.981 3.469
C 0.506 2.442 3.860
C 0.795 3.924 3.535
C 1.340 4.794 4.679
F 0.576 4.788 5.782
F 1.425 6.089 4.284
F -0.316 4.468 2.988
F 1.741 3.938 2.543
O -0.821 2.061 4.264
C -1.204 2.291 5.605
C -2.222 3.436 5.758
F -1.845 4.552 5.100
F -2.364 3.781 7.061
F -0.092 2.455 6.348
F -1.771 1.145 6.039
H 0.647 1.903 2.918
H 1.262 2.020 4.535
H 2.346 4.470 4.967
H -3.199 3.140 5.371
C -7.035 -4.267 2.479
C -5.782 -3.595 3.081
C -5.401 -2.207 2.543
F -5.250 -2.159 1.207
F -4.217 -1.805 3.071
F -4.744 -4.460 2.984
F -6.015 -3.446 4.418
O -6.877 -5.171 1.368
C -6.714 -4.619 0.079
C -5.284 -4.774 -0.471
F -4.346 -4.377 0.414
F -5.116 -4.018 -1.585
F -7.150 -3.345 0.095
F -7.564 -5.288 -0.730
H -7.432 -4.909 3.272
H -7.834 -3.540 2.288
H -6.155 -1.463 2.820
H -5.078 -5.815 -0.724
C -6.518 6.447 4.342
C -8.007 6.637 4.705
C -8.526 5.902 5.950
F -8.308 4.575 5.933
F -9.868 6.062 6.065
F -8.753 6.343 3.614
F -8.192 7.971 4.931
O -6.153 5.414 3.406
C -6.072 4.086 3.875
C -7.218 3.189 3.369
F -8.429 3.752 3.544
F -7.232 2.010 4.040
F -5.956 4.109 5.217
F -4.899 3.593 3.414
H -6.221 7.368 3.830
H -5.883 6.413 5.237
H -8.067 6.304 6.858
H -7.102 2.981 2.304
```



In order of appearance, maximum force = 0.38; 4.50; 3.04; 4.59 eV Å⁻¹.